This record from the OMol25 dataset describes a structure of composition C3HHgNaO4 at a distorted geometry. The level of theory is ωB97M-V/def2-TZVPD.

Results
- 2S+1 = 3
- HOMO-LUMO gap (alpha / beta) (eV) = 9.20 / 5.48
- LUMO (alpha / beta) (eV) = -8.101 / -12.159
- net charge = +2
- HOMO energy (alpha / beta) (eV) = -17.30 / -17.63

```
10
Properties=species:S:1:pos:R:3:forces:R:3
O 0.1819 -2.0368 0.6528 3.79 0.30 -0.91
C -0.6907 -1.7892 -0.2396 -1.93 1.18 7.68
O -0.9538 -0.4509 -0.4654 0.23 0.24 -2.67
O -1.7190 -2.4396 0.0974 -1.19 -1.74 -0.86
Na 2.0604 -0.7212 1.1600 -0.09 -0.34 0.04
C -0.0034 0.4062 -0.1721 0.61 -0.15 -0.20
C 0.1263 1.6719 -0.4978 -0.18 0.04 -0.28
O 0.5347 2.7428 -0.7151 -0.12 -0.07 0.27
Hg 1.4189 5.4228 -0.9231 -0.03 0.15 -0.07
H -0.9552 -2.8059 1.1028 -1.08 0.39 -2.99
```
Forces are in eV/Å.

=====

This record from the OMol25 dataset describes an isolated molecule of C6H12BN at a distorted geometry. The level of theory is ωB97M-V/def2-TZVPD.

Results
- HOMO-LUMO gap (eV) = 7.84
- LUMO (eV) = 0.585
- HOMO energy (eV) = -7.25
- energy above the lowest of the compared OMol25 structures with the same formula, charge and spin (kcal/mol) = 114.4

```
20
Properties=species:S:1:pos:R:3:forces:R:3
B 0.1628 0.2628 0.0108 -0.97 -2.97 0.39
C -1.7496 -1.4945 0.1120 3.60 4.14 -0.63
C -2.6399 -0.5694 0.0469 -2.28 1.95 -0.59
C -0.8627 1.3683 0.0687 -1.88 -0.05 0.08
C -2.2086 0.8280 -0.4598 -3.44 0.76 -1.47
C 2.5222 0.8282 0.2336 0.47 -1.81 -4.07
C 1.9017 -1.5487 0.0370 -1.88 -0.88 0.01
N 1.4632 -0.1489 0.1631 -0.62 -0.62 0.01
H -1.7706 -2.4507 0.3947 -0.33 -3.60 1.01
H -3.7770 -0.6676 0.2198 1.65 -0.04 -0.27
H -1.0914 1.5932 1.1276 0.44 -0.04 -0.23
H -0.8607 2.2971 -0.4710 1.18 0.65 -0.15
H -2.3906 0.8791 -1.6152 1.27 -0.53 1.60
H -3.0357 1.6068 -0.2722 1.08 -0.92 0.60
H 3.0648 0.7321 -0.7823 -0.63 0.74 1.23
H 2.0863 1.7637 0.3429 -0.22 1.87 0.44
H 3.2634 0.5361 0.8923 1.21 -0.18 1.99
H 2.6377 -1.8529 0.7861 -0.19 0.33 0.15
H 0.9621 -2.1939 0.1059 1.35 0.87 0.12
H 2.3225 -1.7688 -0.9408 0.20 0.32 -0.24
```
Forces are in eV/Å.

=====

This record from the OMol25 dataset describes a structure of composition C37H44Br2N11OSZr. The level of theory is ωB97M-V/def2-TZVPD.

Results
- HOMO-LUMO gap (eV) = 6.10
- LUMO (eV) = -8.727
- net charge = +3
- HOMO energy (eV) = -14.83

```
97
Properties=species:S:1:pos:R:3:forces:R:3
Zr -0.0166 0.4671 0.3148 -0.39 0.21 0.43
C 1.6606 -0.5491 4.5025 0.00 -0.01 0.04
C 1.4247 -0.1579 3.0812 -0.02 -0.03 -0.03
N 0.2596 0.1445 2.6242 0.11 -0.40 0.15
N -0.7765 0.2149 3.5213 -0.03 -0.14 -0.13
C -2.0416 0.2227 3.0561 0.06 -0.05 0.01
N -3.0165 0.4161 3.9260 -0.02 -0.04 0.00
S -2.3768 -0.0641 1.4104 0.22 0.05 -0.09
C 2.5403 0.0461 2.1292 0.02 0.04 0.12
C 3.8572 -0.1874 2.4723 -0.01 0.07 -0.03
C 4.8674 0.2661 1.6259 0.00 0.00 0.01
C 4.5218 0.9642 0.4884 0.01 0.01 -0.02
C 3.1758 1.1123 0.1812 -0.06 0.02 -0.05
N 2.2053 0.6377 0.9575 0.10 -0.04 0.11
H 0.8540 -1.1908 4.8599 0.01 -0.01 0.00
H 2.5939 -1.0874 4.6285 0.00 -0.01 -0.01
H 1.7113 0.3346 5.1468 0.01 -0.05 0.02
H -0.5631 0.4384 4.4840 -0.01 0.04 0.01
H -2.8592 0.5644 4.9120 0.00 -0.01 0.00
H -3.9727 0.4078 3.6055 0.00 0.02 0.00
H 4.1147 -0.6838 3.3951 0.01 0.02 0.01
H 5.9057 0.1000 1.8800 0.00 0.00 0.01
H 5.2711 1.3856 -0.1667 0.00 -0.01 -0.01
H 2.8649 1.6324 -0.7164 0.01 0.00 0.00
Br -1.6614 4.3804 -2.1324 -0.13 -0.14 0.09
C -1.1601 4.5738 -0.3254 0.20 0.12 -0.17
C -1.3391 5.8496 0.2556 0.05 -0.04 -0.01
C -0.8640 6.1133 1.5045 -0.03 -0.04 0.02
Br -1.1306 7.8164 2.2442 0.01 0.04 0.01
C -0.1685 5.1077 2.2345 0.07 0.07 0.01
C 0.4217 5.3069 3.5001 -0.06 0.00 -0.02
C 1.0885 4.2765 4.1040 0.01 -0.07 0.00
C 1.1284 3.0332 3.4529 0.01 0.09 0.03
N 0.5800 2.7999 2.2845 0.01 0.00 -0.09
C -0.0324 3.8286 1.6538 -0.16 -0.07 0.05
C -0.5450 3.5592 0.3556 -0.14 -0.04 -0.27
O -0.3915 2.3110 -0.1450 -0.07 0.65 0.26
H -1.8406 6.6201 -0.3126 -0.01 0.00 0.00
H 0.3448 6.2749 3.9761 0.02 0.00 -0.01
H 1.5726 4.4047 5.0616 0.00 0.00 0.00
H 1.6533 2.2029 3.9232 -0.03 0.06 -0.01
C -0.1035 -5.2626 -0.7359 -0.03 0.05 -0.02
N -0.1581 -3.8155 -0.9519 -0.02 -0.07 -0.10
C -0.1699 -3.4127 -2.3490 0.02 0.06 0.12
C -0.1180 -2.9386 0.0610 -0.10 0.08 0.00
N 0.4379 -1.7218 -0.0462 0.22 -0.23 0.14
C 1.5413 -1.5448 -0.9374 -0.07 -0.17 -0.21
C 2.6779 -2.2909 -0.7641 0.00 -0.06 -0.05
C 3.8349 -2.0705 -1.5342 0.00 -0.01 0.03
C 3.8651 -1.0471 -2.4333 -0.01 0.02 -0.01
C 2.7294 -0.2229 -2.6287 0.02 0.01 0.01
C 2.7940 0.8567 -3.5367 -0.01 0.01 0.00
C 1.7195 1.6819 -3.7353 0.01 -0.01 0.00
C 0.5089 1.4112 -3.0893 -0.02 0.07 0.04
C 0.3727 0.3277 -2.2477 0.02 -0.13 0.07
N -0.8820 0.0196 -1.6441 -0.14 0.25 -0.19
C -2.0223 -0.0668 -2.3308 0.09 -0.32 0.12
N -2.0905 -0.3141 -3.6414 -0.04 -0.01 -0.13
C -3.2845 0.0415 -4.4195 0.04 0.02 -0.02
C -1.0220 -0.8486 -4.4823 0.05 0.03 -0.02
N -3.2000 -0.0366 -1.6067 0.03 0.06 -0.07
C -4.2459 -1.0146 -1.9038 -0.01 0.00 0.02
C -3.7085 1.2392 -1.1077 -0.02 0.03 -0.01
C 1.5209 -0.4821 -1.9111 -0.03 -0.19 -0.11
N -0.7179 -3.3086 1.2201 0.06 -0.04 -0.10
C -0.0589 -3.1844 2.5019 -0.02 0.12 0.04
C -1.9594 -4.0720 1.2373 0.01 -0.03 -0.02
H 0.6708 -5.6725 -1.3850 0.00 -0.01 0.00
H -1.0522 -5.7385 -0.9851 0.00 -0.01 0.01
H 0.1570 -5.4852 0.2939 0.00 0.00 0.02
H -0.9139 -4.0115 -2.8755 0.00 -0.01 -0.01
H 0.8024 -3.5626 -2.8227 0.02 -0.01 -0.01
H -0.4506 -2.3672 -2.4140 -0.02 -0.11 0.10
H 2.6744 -3.0713 -0.0112 0.00 0.00 0.00
H 4.7017 -2.7021 -1.3916 0.00 0.00 0.00
H 4.7556 -0.8481 -3.0158 0.00 0.00 0.00
H 3.7207 1.0285 -4.0698 0.00 0.00 0.00
H 1.7909 2.5243 -4.4099 0.00 0.00 0.00
H -0.3543 2.0411 -3.2647 0.01 -0.03 0.01
H -3.9125 0.7354 -3.8726 0.00 0.00 0.00
H -3.8571 -0.8453 -4.6903 0.00 0.01 -0.01
H -2.9515 0.5312 -5.3339 -0.01 0.00 0.00
H -0.2225 -1.2872 -3.8975 -0.04 0.07 -0.11
H -0.6017 -0.0645 -5.1141 -0.01 0.00 -0.01
H -1.4538 -1.6170 -5.1233 0.00 -0.01 -0.01
H -3.8174 -1.8859 -2.3958 0.00 0.00 0.01
H -5.0475 -0.6123 -2.5267 0.00 0.00 0.00
H -4.6854 -1.3343 -0.9579 0.00 0.01 0.00
H -2.9017 1.8451 -0.7115 0.12 0.11 0.02
H -4.4276 1.0390 -0.3154 0.02 0.03 0.01
H -4.2151 1.8054 -1.8945 -0.02 0.01 -0.02
H 0.9198 -2.7372 2.3623 0.09 0.07 0.02
H 0.0724 -4.1755 2.9440 -0.01 0.02 0.01
H -0.6529 -2.5834 3.1944 0.00 0.04 0.04
H -2.4137 -4.0707 0.2505 0.00 0.01 -0.01
H -2.6487 -3.5913 1.9341 0.01 -0.01 0.00
H -1.8077 -5.1034 1.5617 0.01 0.00 -0.01
```
Forces are in eV/Å.

=====

This record from the OMol25 dataset describes an isolated molecule of C16H20N2O5S2 at a distorted geometry. The level of theory is ωB97M-V/def2-TZVPD.

Results
- HOMO-LUMO gap (eV) = 8.85
- SMILES = CC(C)(C)N1C[C@H](COc2ccc3cc(S(N)(=O)=O)sc3c2)OC1=O
- LUMO (eV) = -0.199
- HOMO energy (eV) = -9.04
- energy above the lowest of the compared OMol25 structures with the same formula, charge and spin (kcal/mol) = 53.9

```
45
Properties=species:S:1:pos:R:3:forces:R:3
O -3.4813 -0.8572 3.5707 -0.13 0.40 -0.91
O 2.9109 6.2222 -3.7441 -2.12 -0.45 0.05
O 4.5466 4.6170 -4.5840 -3.34 -0.44 1.33
O -1.6704 -0.8909 -1.8443 -0.61 -0.12 0.32
O -3.6267 -1.0215 1.3544 -1.68 0.60 -2.32
S 0.7657 3.7827 -2.7388 -0.93 0.06 0.80
C -2.9989 -1.1182 2.4852 2.24 -0.91 4.26
C 2.6051 2.2133 -3.5670 -0.62 -0.49 0.12
C 2.3905 3.5120 -3.3362 -2.53 -0.05 -1.03
C 0.3589 -0.7569 -3.0546 2.11 0.86 -1.25
C -0.6629 1.2766 -2.1626 -1.21 1.76 -0.20
C 1.4515 0.0278 -3.5082 -1.37 -0.46 1.13
C -0.6604 -0.1076 -2.3820 -1.46 0.54 1.78
C 0.3885 2.0572 -2.6273 1.54 -0.25 -0.46
C 1.4740 1.3763 -3.1779 1.60 0.36 -1.21
N -1.7085 -1.6473 2.3400 -1.75 0.89 -2.31
N 4.1880 4.7472 -2.2191 1.76 -0.02 0.22
C -0.2020 -0.7560 4.1795 2.07 0.37 0.34
C -1.4860 -2.9053 4.4163 0.42 3.06 2.04
C 0.4510 -2.7055 2.8489 -0.36 -1.76 1.95
C -2.5715 -0.3798 -0.7952 0.81 -0.61 -0.24
C -1.6641 -2.0619 0.9392 3.20 -1.63 -0.69
C -2.8771 -1.5484 0.2448 -0.48 1.40 -0.58
C -0.7548 -1.9880 3.4076 -0.60 0.30 1.09
S 3.4016 4.8920 -3.6366 6.12 0.57 -2.07
H 3.4795 1.7927 -4.0115 0.51 -0.02 -0.23
H 0.3800 -1.8114 -3.2656 -0.43 -0.20 0.17
H -1.5177 1.8961 -1.7943 0.49 -1.30 -0.05
H 2.3124 -0.2983 -4.0812 -0.28 -0.67 0.16
H 5.0564 4.2601 -2.5218 -0.69 0.45 0.88
H 3.6507 4.2096 -1.5759 -0.09 -0.29 0.82
H 0.3718 -0.0060 3.5675 -0.69 -0.85 -0.09
H 0.6538 -1.1247 4.8886 -1.92 0.51 -0.88
H -0.9351 -0.1560 4.7199 -0.14 -0.45 0.09
H -0.7173 -3.4781 4.9103 0.03 -0.11 0.74
H -2.1613 -2.2665 5.1245 1.59 -1.20 -1.02
H -2.1479 -3.5567 3.9854 -1.49 -1.73 -1.54
H 1.2382 -2.8462 3.6162 -0.64 0.19 -0.18
H 0.8962 -2.2107 2.0828 1.28 1.74 -2.36
H 0.2257 -3.6972 2.4924 -0.33 -0.47 -0.18
H -2.0490 0.4300 -0.3156 0.30 0.13 0.76
H -3.4601 0.0990 -1.2184 -0.11 -0.60 -0.15
H -1.6198 -3.1579 0.7617 -0.02 0.31 0.65
H -0.7386 -1.7088 0.4421 -0.41 0.06 0.15
H -3.4855 -2.3488 -0.2155 0.35 0.52 0.10
```
Forces are in eV/Å.

=====

This record from the OMol25 dataset describes a structure of composition C17H24CsF5N3OSV at a distorted geometry. The level of theory is ωB97M-V/def2-TZVPD.

Results
- HOMO-LUMO gap (alpha / beta) (eV) = 4.00 / 4.00
- LUMO (alpha / beta) (eV) = -10.706 / -10.705
- net charge = +2
- HOMO energy (alpha / beta) (eV) = -14.70 / -14.70
- energy above the lowest of the compared OMol25 structures with the same formula, charge and spin (kcal/mol) = 0.0

```
53
Properties=species:S:1:pos:R:3:forces:R:3
N -0.7605 -0.9916 1.8597 1.53 0.76 -3.20
C 0.7974 -1.5254 4.3250 -1.59 -1.03 2.19
O 0.0566 -1.9279 5.1133 2.07 1.05 -2.04
Cs -2.5014 -1.7026 3.5800 -1.86 -0.70 1.35
V -0.5448 -0.3219 0.4040 0.15 1.27 1.68
N -0.8059 1.5674 0.6338 0.20 -1.56 -0.19
N -1.6588 -1.3017 -0.8207 -0.10 -0.02 -0.41
C -0.5988 2.3745 1.8503 0.08 0.38 0.30
C -1.5586 -2.7095 -1.2432 -0.40 -0.27 0.69
C -1.5183 1.8832 2.9667 -0.47 -0.12 0.41
C -0.8363 3.8667 1.6173 -0.10 0.21 0.10
C 0.8464 2.1894 2.3058 0.66 -0.11 -0.01
C -2.8828 -3.2635 -1.7973 -0.41 -0.04 -0.24
C -0.5281 -2.7899 -2.3619 0.87 0.38 -0.92
C -1.0979 -3.5829 -0.0826 0.01 -0.09 0.22
H -2.5676 1.8517 2.6416 0.17 0.08 0.05
H -1.4487 2.5668 3.8249 -0.02 -0.20 -0.27
H -1.2217 0.8820 3.3087 0.04 0.37 -0.15
H -0.1342 4.2807 0.8850 -0.15 -0.02 0.20
H -0.6650 4.3934 2.5663 -0.07 -0.15 -0.32
H -1.8637 4.0759 1.2998 0.17 0.03 0.02
H 1.0442 1.1628 2.6365 -0.06 0.15 -0.05
H 1.0771 2.8740 3.1350 -0.15 -0.22 -0.22
H 1.5354 2.4104 1.4823 -0.13 0.05 0.20
H -3.7295 -3.0504 -1.1335 0.15 -0.02 -0.08
H -2.8015 -4.3537 -1.8836 0.10 0.28 0.06
H -3.1063 -2.8851 -2.8036 0.04 -0.11 0.30
H -0.8164 -2.1609 -3.2122 -0.02 -0.19 0.06
H -0.4274 -3.8254 -2.7132 -0.19 0.27 0.15
H 0.4482 -2.4343 -2.0184 -0.15 -0.19 0.06
H -0.2009 -3.1998 0.4160 -0.15 -0.15 -0.18
H -0.8814 -4.5792 -0.4803 0.01 0.16 0.18
H -1.9037 -3.6843 0.6577 0.16 0.04 -0.09
C -2.5018 -0.4494 -1.6457 -0.64 0.17 -0.06
H -2.9159 0.3774 -1.0556 0.15 -0.17 -0.07
H -1.9682 0.0183 -2.4941 0.10 -0.38 0.15
H -3.3525 -1.0052 -2.0616 0.35 0.15 0.10
C -1.1753 2.2554 -0.5793 0.11 0.24 -0.50
H -0.6121 3.1851 -0.7446 -0.13 -0.31 0.14
H -1.0025 1.6174 -1.4553 0.00 0.11 0.13
H -2.2497 2.5210 -0.5726 0.25 -0.05 0.03
F 5.8779 1.8364 -2.7549 -0.98 -0.69 0.68
C 4.9140 1.1800 -2.0895 0.57 0.35 -0.42
C 4.2076 0.1493 -2.7092 0.35 -0.14 -0.66
F 4.5353 -0.2148 -3.9646 -0.45 0.29 1.13
C 3.2055 -0.5157 -2.0112 -0.14 -0.69 -0.35
F 2.6028 -1.5696 -2.6241 0.19 0.96 0.52
C 2.8588 -0.1769 -0.6949 0.48 0.61 -0.53
S 1.5918 -1.0177 0.1892 -0.10 -0.34 0.40
C 3.6650 0.7915 -0.0702 -0.15 0.05 0.79
F 3.5425 1.0098 1.2671 -0.16 -0.07 -1.19
C 4.6507 1.4882 -0.7564 0.48 0.48 0.32
F 5.3810 2.4311 -0.1316 -0.67 -0.85 -0.48
```
Forces are in eV/Å.

=====

This record from the OMol25 dataset describes a cluster of 4 separate species, C31H29N2O9P in total at a distorted geometry. The level of theory is ωB97M-V/def2-TZVPD.

Results
- HOMO-LUMO gap (eV) = 6.39
- SMILES = CP(C)c1ccc2c(c1)C(=O)N(C[C@H](O)CN)C2=O.O=C1C=CC(=O)C=C1.O=C1C=CC(=O)C=C1.O=C1C=CC(=O)C=C1
- LUMO (eV) = -1.790
- HOMO energy (eV) = -8.18

```
72
Properties=species:S:1:pos:R:3:forces:R:3
C -4.1213 1.3549 -0.6865 -1.46 -1.32 -0.07
P -3.5033 0.5069 -2.2665 0.75 0.62 -0.68
C -4.9806 0.7291 -3.4451 -0.59 -0.56 1.30
C -3.4738 -1.3430 -1.9377 -1.08 -1.63 1.03
C -2.8633 -2.3000 -2.8741 -0.76 -0.75 1.16
C -2.8685 -3.7575 -2.6456 -1.12 1.61 2.01
C -3.5059 -4.2103 -1.4285 0.40 1.79 -0.09
C -4.1076 -3.2490 -0.4722 1.14 0.06 -0.97
C -4.1132 -1.8216 -0.6847 1.28 -2.14 -1.76
C -4.6917 -4.1516 0.6642 -0.13 0.70 -2.04
O -4.8526 -3.9740 1.8298 0.03 0.26 -0.42
N -4.9781 -5.3911 -0.0546 0.40 -1.14 0.90
C -6.1707 -5.3970 -0.9358 -1.55 -0.38 0.04
C -7.2363 -4.3020 -0.6124 -1.02 0.55 -0.37
O -7.7915 -4.4145 0.7131 0.97 0.18 -0.45
C -8.4727 -4.3250 -1.6143 0.81 1.21 -0.38
N -9.2995 -3.1312 -1.2505 0.23 -0.71 0.04
C -3.7607 -5.6360 -0.8347 -0.65 2.13 -0.52
O -3.1560 -6.6570 -0.9091 -0.24 0.29 -0.28
H -3.4624 1.1401 0.1818 -0.37 0.43 -0.84
H -4.3310 2.4389 -0.8428 0.50 -0.84 -0.05
H -5.1217 0.8703 -0.4649 0.82 0.69 -0.01
H -4.9472 1.7042 -3.9834 0.19 -0.90 0.30
H -5.9112 0.7118 -2.8032 0.71 -0.02 -0.84
H -5.0016 -0.1649 -4.1131 0.00 0.93 0.26
H -2.3903 -1.9499 -3.8239 -0.51 -0.07 1.04
H -2.4387 -4.4930 -3.3548 -0.27 0.78 0.51
H -4.6009 -1.1493 0.0483 0.53 -0.49 -0.67
H -6.6787 -6.3950 -0.7984 0.49 0.95 -0.19
H -5.9293 -5.2999 -2.0338 0.10 0.04 1.01
H -6.8257 -3.2513 -0.7003 0.01 -1.13 -0.17
H -7.6941 -3.5334 1.1112 -0.27 -0.67 -0.02
H -8.1260 -4.1246 -2.6738 0.00 -0.94 0.93
H -9.0553 -5.2748 -1.5521 0.46 0.81 0.09
H -8.7699 -2.2940 -1.5083 -0.51 -0.32 -0.06
H -10.1920 -3.1474 -1.7409 0.37 0.17 0.07
C -0.8596 -0.0538 2.2210 0.01 0.00 0.17
C 0.1646 0.0187 3.0685 -0.20 -0.02 0.03
C 1.5469 0.2409 2.5842 0.15 0.01 0.08
O 2.4822 0.3053 3.3560 -0.09 -0.02 -0.06
C 1.7449 0.3806 1.1237 -0.07 -0.10 -0.04
C 0.7202 0.3080 0.2768 0.14 0.01 -0.02
C -0.6601 0.0862 0.7602 -0.01 -0.02 -0.15
O -1.5970 0.0216 -0.0127 0.33 -0.12 0.29
H -1.8766 -0.2167 2.5560 -0.01 -0.02 -0.03
H 0.0374 -0.0807 4.1392 0.04 0.00 0.00
H 2.7587 0.5434 0.7874 -0.06 0.07 -0.02
H 0.8475 0.4074 -0.7940 -0.02 0.02 0.01
C 5.6627 0.6723 0.0001 0.10 -0.10 0.05
C 6.9818 0.6143 0.1664 -0.15 -0.15 0.04
C 7.8459 1.7756 -0.1464 0.19 0.08 0.01
O 9.0507 1.7229 0.0035 -0.11 0.00 0.05
C 7.1868 3.0014 -0.6486 -0.26 -0.14 -0.45
C 5.8669 3.0589 -0.8146 0.13 -0.05 -0.07
C 5.0038 1.9009 -0.5030 -0.11 0.21 -0.04
O 3.7968 1.9533 -0.6526 0.18 -0.08 -0.02
H 5.0154 -0.1669 0.2228 0.00 0.00 0.00
H 7.4800 -0.2742 0.5336 0.03 0.03 0.00
H 7.8318 3.8361 -0.8709 0.01 -0.13 -0.13
H 5.3689 3.9475 -1.1808 -0.03 -0.03 0.01
C 8.3836 6.7830 2.1301 0.03 0.17 0.04
C 9.2614 7.3744 2.9378 -0.17 0.03 -0.12
C 10.3646 6.6098 3.5649 0.19 0.08 0.16
O 11.1636 7.1476 4.3024 -0.09 -0.04 -0.08
C 10.4538 5.1637 3.2572 -0.07 -0.16 -0.09
C 9.5755 4.5728 2.4493 0.13 -0.09 0.10
C 8.4739 5.3377 1.8237 -0.06 -0.05 -0.04
O 7.6729 4.7975 1.0838 0.16 0.44 0.57
H 7.5707 7.3252 1.6635 -0.01 -0.04 -0.01
H 9.2111 8.4302 3.1726 0.04 -0.02 0.03
H 11.2664 4.6210 3.7232 0.01 0.04 0.02
H 9.6252 3.5166 2.2135 -0.02 0.01 -0.06
```
Forces are in eV/Å.